Computed, not measured: C20H26N3O6P2S2Tc as an isolated structure in a non-equilibrium geometry, with ωB97M-V/def2-TZVPD.

Summary:
Expectation value of S²: 3.9456
2S+1: 4
HOMO-LUMO gap (alpha / beta) (eV): 3.6 / 3.7
E_HOMO (alpha / beta) (eV): -16.6 / -16.6
DFT total energy (eV): -80338.471
Net charge: +3

XYZ file:
```
60
Properties=species:S:1:pos:R:3:forces:R:3
Tc 11.395 10.602 7.765 -3.9 2.6 -3.6
S 10.812 8.698 8.862 0.2 1.3 0.4
S 12.624 9.281 6.450 0.7 1.0 1.0
P 8.601 11.549 6.873 -2.8 -1.1 -0.6
P 10.417 13.424 8.507 -0.6 0.7 -0.1
O 7.681 11.757 5.555 0.6 -0.3 1.1
O 11.635 12.567 7.972 0.1 -1.0 -0.1
O 10.386 14.850 8.853 1.0 -0.4 -0.2
O 9.891 10.835 6.341 1.4 0.0 1.8
O 7.891 10.957 8.056 1.4 0.9 -1.3
O 9.951 12.522 9.735 -0.1 -0.9 -0.2
N 7.990 13.963 7.875 -0.5 0.2 -0.9
N 14.622 9.402 8.343 -2.5 1.3 -0.7
N 12.789 9.732 10.481 -0.2 0.2 0.1
C 15.606 9.427 7.284 1.3 -0.1 -1.0
C 13.255 8.922 13.788 -0.3 0.5 0.1
C 13.725 6.594 14.252 -1.2 -0.1 0.2
C 16.064 7.026 6.727 0.6 -0.5 1.3
C 12.332 9.526 9.213 1.1 -2.6 2.4
C 13.870 7.952 14.572 -0.2 -0.4 -0.5
C 18.587 7.095 7.989 0.4 -0.7 0.7
C 16.877 5.904 6.795 -0.4 -1.6 -0.9
C 11.917 9.603 11.722 -1.0 0.8 -0.7
C 9.126 13.263 7.167 0.2 -0.9 1.6
C 12.811 6.267 13.232 0.6 -0.7 0.4
C 12.450 8.605 12.665 1.8 -0.9 1.0
C 18.126 5.939 7.407 -0.2 -1.0 -0.9
C 15.082 9.358 9.708 0.0 0.3 0.8
C 12.282 7.240 12.414 -0.4 0.3 -0.6
C 13.316 9.551 8.080 2.7 -2.7 0.0
C 17.810 8.215 7.913 -1.5 1.2 0.4
C 9.541 13.932 5.911 -0.5 -0.8 -2.6
C 16.512 8.195 7.327 0.5 0.2 -0.4
C 14.194 10.200 10.599 -0.1 0.1 0.4
H 14.178 11.261 10.354 0.1 0.2 -0.4
H 14.580 10.175 11.627 -0.6 -0.4 -0.1
H 8.398 14.751 8.406 -0.2 -0.1 0.2
H 10.156 12.851 10.618 -0.2 0.4 0.1
H 15.038 9.574 6.344 0.7 -0.4 0.3
H 19.470 7.022 8.635 -0.1 0.5 -0.6
H 10.874 9.361 11.395 0.9 0.2 0.1
H 14.385 8.276 15.467 0.2 -0.1 -0.1
H 11.693 6.933 11.553 -0.2 -0.1 0.1
H 15.048 6.849 6.447 -0.5 0.4 -0.7
H 7.319 14.362 7.203 0.1 -0.2 0.1
H 15.062 8.331 10.075 0.3 -0.2 -0.1
H 9.907 14.900 6.045 0.6 1.7 0.5
H 18.164 9.086 8.450 -0.1 0.3 -0.2
H 16.099 9.742 9.696 0.1 -0.1 0.3
H 11.911 10.611 12.151 0.0 -0.1 0.0
H 10.322 13.375 5.333 -0.6 0.2 0.7
H 12.462 5.242 13.070 0.6 0.3 0.0
H 7.499 13.262 8.449 0.0 0.3 0.3
H 16.483 4.940 6.343 0.7 1.3 0.7
H 18.742 5.040 7.396 -0.2 0.2 0.2
H 16.238 10.316 7.412 -0.2 0.0 0.2
H 6.887 11.194 5.461 0.4 0.1 0.2
H 14.132 5.806 14.901 -0.1 0.4 -0.4
H 13.359 9.926 14.192 -0.2 0.2 -0.5
H 8.672 14.006 5.199 0.7 -0.1 0.7
```
Forces are in eV/Å.

Löwdin atomic charge list, values in e, 4 entries: Tc 1.290; S 0.899; S 0.900; P 0.377

=====

Computed, not measured: a 10-piece molecular cluster, C36H41ClF10NO28 overall in a non-equilibrium geometry, with ωB97M-V/def2-TZVPD.

Summary:
2S+1: 1
HOMO-LUMO gap (eV): 8.5
E_HOMO (eV): -12.6
DFT total energy (eV): -136509.725
Net charge: +1

XYZ file:
```
117
Properties=species:S:1:pos:R:3:forces:R:3
Cl 5.266 -2.660 3.934 0.0 0.2 -0.2
F 3.154 -4.552 -0.382 0.0 0.0 0.1
F 0.590 0.177 -3.417 0.1 -0.1 0.1
F 0.995 0.369 5.794 0.1 0.1 -0.6
F 1.764 2.552 0.042 0.0 -0.1 0.0
F 6.456 7.761 4.454 0.0 -0.1 0.1
F 0.794 4.862 5.520 -0.1 0.0 0.1
F -6.851 -3.351 -7.453 -0.1 0.0 0.0
F 4.537 2.726 -3.876 -0.1 -0.1 0.0
F -0.424 3.879 -2.324 -0.1 -0.1 0.0
F -6.884 -0.396 -5.342 0.0 0.0 -0.1
O -2.130 2.392 -2.336 -0.2 0.3 0.0
O 1.373 0.342 -0.224 0.1 -0.1 0.3
O -8.406 -2.087 -8.492 -0.2 -0.2 0.1
O -1.784 3.883 9.002 -0.2 0.0 0.1
O 0.141 -2.038 -3.511 -0.4 -0.1 -0.3
O -3.370 1.295 -7.465 0.2 0.2 -0.1
O -3.490 -0.379 -5.965 -0.4 0.0 0.1
O -0.652 4.761 7.258 0.3 0.0 0.2
O 5.256 6.410 5.813 -0.1 -0.3 -0.2
O 1.662 -1.785 -0.875 0.0 -0.1 0.0
O -0.140 -5.285 0.359 0.3 0.0 -0.2
O 1.994 3.168 -6.167 0.2 0.0 0.1
O 1.538 1.216 3.779 -1.6 -1.9 1.9
O -0.844 -3.995 -3.000 -0.1 -0.2 -0.1
O 0.177 2.994 8.346 0.1 0.1 -0.2
O -5.370 0.585 -6.706 0.1 -0.3 -0.1
O 3.472 5.551 6.884 0.0 -0.1 0.1
O -3.909 1.226 -1.590 -0.1 -0.3 0.0
O -9.704 -1.283 -10.159 -0.1 0.2 -0.1
O -3.358 3.194 -0.652 0.2 0.1 -0.1
O 1.909 -5.620 1.173 0.0 -0.2 -0.1
O 3.401 -0.353 -0.835 -0.1 0.2 0.0
O 2.894 1.561 -4.901 0.2 0.0 -0.2
O 0.105 -6.190 2.394 0.0 0.1 0.5
O 3.213 6.733 4.988 0.1 0.0 -0.1
O -1.912 -2.046 -2.627 0.2 0.0 -0.2
O 0.978 1.166 -6.028 -0.2 -0.2 -0.1
O -8.793 -3.337 -10.306 0.1 0.0 0.2
N 1.055 -2.676 3.924 -0.9 -1.0 0.4
C 3.930 6.170 5.981 0.1 0.2 0.1
C 5.439 6.873 4.484 0.1 0.3 0.2
C -9.039 -2.143 -9.708 0.1 -0.1 -0.1
C 1.858 1.891 -5.733 0.0 0.1 0.1
C 4.553 -4.288 4.030 0.1 -0.5 0.1
C -0.876 -2.810 -3.048 0.2 0.2 0.2
C 3.897 2.543 -5.064 -0.2 0.0 0.2
C 2.078 -5.357 -0.222 0.1 0.4 0.1
C 2.284 1.318 0.248 0.0 0.3 -0.2
C 3.097 3.759 -5.473 0.0 0.2 -0.2
C 0.243 -1.914 4.545 0.0 0.9 -0.9
C -4.011 0.579 -6.783 0.0 0.0 0.1
C -2.234 4.072 -0.794 -0.1 0.2 0.1
C -5.766 -0.621 -6.075 -0.1 0.3 0.2
C 3.509 1.064 -0.601 0.2 0.0 0.0
C -0.097 -0.586 3.936 0.2 0.0 0.6
C -3.209 2.177 -1.527 0.1 0.1 0.1
C -0.238 -2.478 5.816 0.3 -0.7 0.1
C 1.025 3.216 7.215 0.3 0.0 0.3
C 0.213 -3.971 5.692 -1.7 0.9 0.0
C -0.380 -0.730 -3.696 0.3 0.2 0.1
C 1.360 -3.901 4.717 1.4 0.6 0.7
C -1.768 3.759 -2.196 0.3 -0.2 0.0
C 4.105 7.520 4.187 -0.2 0.1 -0.2
C 0.889 0.442 4.450 1.4 1.8 -1.7
C 0.779 -4.672 -0.576 -0.1 -0.1 -0.2
C 3.794 -4.497 5.322 0.0 0.3 -0.1
C 2.114 -0.708 -0.678 0.0 0.2 -0.2
C -0.853 3.881 8.279 0.0 0.0 -0.1
C -7.835 -4.044 -9.515 0.0 -0.2 -0.1
C 2.661 -3.502 5.500 -0.2 -0.7 -0.4
C -1.485 -0.674 -2.680 -0.4 0.1 0.1
C 0.571 -5.743 1.395 -0.2 0.0 -0.1
C -8.017 -3.402 -8.160 0.1 0.2 -0.1
C 0.710 4.646 6.860 -0.5 -0.1 -0.3
C -4.575 -0.931 -5.201 0.3 -0.3 0.2
H 0.206 -1.978 6.669 0.2 0.4 0.1
H -4.638 -0.426 -4.234 -0.2 0.1 -0.1
H 4.442 1.300 -0.098 0.0 -0.2 0.0
H 3.395 -5.506 5.306 0.0 -0.3 0.1
H 2.398 -3.379 6.540 0.0 -0.1 0.4
H 0.475 -4.424 6.634 0.3 0.0 0.3
H -2.532 5.108 -0.660 -0.2 -0.1 0.0
H 3.946 -4.483 3.155 -0.2 0.3 -0.3
H 4.619 2.203 -5.807 0.1 0.0 0.1
H 2.433 1.168 1.319 0.0 0.2 0.0
H -1.128 -0.372 -1.694 0.2 0.0 -0.1
H 2.729 4.307 -4.603 0.1 -0.1 0.1
H 1.484 -2.450 3.038 0.2 0.0 -0.2
H 0.745 2.534 6.421 -0.1 0.1 -0.2
H -8.040 -5.111 -9.517 -0.2 0.0 -0.1
H -5.979 -1.372 -6.831 -0.1 0.0 0.0
H 1.307 5.379 7.385 0.1 0.2 -0.1
H 3.006 -2.535 5.159 0.1 0.3 0.0
H 0.476 -4.834 -1.604 -0.2 -0.2 0.2
H 3.462 1.602 -1.549 -0.1 0.0 0.0
H 1.459 -4.777 4.092 0.1 -0.1 -0.3
H -2.256 4.341 -2.979 0.1 0.0 -0.1
H 4.080 8.557 4.523 0.1 0.0 0.1
H -8.786 -3.863 -7.539 0.1 0.0 0.1
H -0.707 -0.610 -4.729 0.2 0.1 0.0
H -1.103 -0.296 4.215 -0.2 0.2 0.2
H -0.055 -0.630 2.859 0.1 0.1 -0.3
H -1.474 3.816 -0.054 0.1 0.0 -0.1
H -6.833 -3.868 -9.911 0.0 0.1 0.1
H 5.686 6.027 3.840 0.1 0.0 0.0
H -1.304 -2.313 5.886 -0.3 -0.2 0.1
H -0.683 -4.477 5.349 0.2 -0.5 -0.5
H 3.645 4.438 -6.120 -0.1 -0.1 -0.2
H -4.432 -1.996 -5.037 0.2 0.0 -0.1
H 4.499 -4.422 6.137 0.1 0.0 0.3
H 0.803 -3.601 -0.392 0.2 -0.1 0.1
H 3.827 7.474 3.138 -0.1 -0.1 0.1
H 2.070 3.065 7.471 -0.1 0.0 0.2
H 2.256 -6.296 -0.747 0.1 0.0 0.0
H -2.295 -0.020 -2.978 -0.2 -0.2 0.0
H 5.371 -4.989 3.987 0.3 -0.1 0.0
```
Forces are in eV/Å.

Löwdin atomic charge list, values in e, 4 entries: Cl 0.588; F 0.081; F 0.078; F 0.119

=====

Computed, not measured: a 8-piece molecular cluster, C27H69O26P5 overall in a non-equilibrium geometry, with ωB97M-V/def2-TZVPD.

Summary:
2S+1: 1
SMILES: COP(=O)(OC)OC.COP(=O)(OC)OC.COP(=O)(OC)OC.COP(=O)(OC)OC.COP(=O)(OC)OC.CCOC(C)=O.CCOC(C)=O.CCOC(C)=O
HOMO-LUMO gap (eV): 10.2
E_HOMO (eV): -9.9
DFT total energy (eV): -128803.528

XYZ file:
```
127
Properties=species:S:1:pos:R:3:forces:R:3
P -1.137 2.256 -1.301 1.0 1.0 -0.8
P 1.372 -8.427 8.806 0.2 2.5 0.2
P 3.110 8.533 -6.281 -1.0 -0.4 0.2
P 0.191 -10.709 -1.343 -0.8 -1.1 -2.3
P 1.090 7.374 6.912 0.3 -0.8 -1.3
O 2.299 -8.477 7.671 0.0 0.0 0.7
O 9.115 -1.591 -4.256 0.0 -0.9 0.5
O 0.207 -10.492 0.219 0.6 -0.7 -0.2
O 1.866 -8.993 10.253 -0.6 -0.3 -1.6
O 0.984 8.628 7.670 0.1 -1.0 -0.5
O 9.342 -3.522 -2.996 1.4 1.2 0.2
O -1.327 3.840 -0.882 0.2 -2.0 -1.1
O 1.355 5.978 7.749 0.0 1.7 -2.1
O -9.784 6.686 -7.226 -1.4 0.0 -1.9
O 4.366 9.405 -6.889 -1.7 -1.7 0.8
O -8.283 -3.846 1.402 -0.3 0.0 -0.9
O -9.534 8.816 -8.088 -0.1 -1.4 1.0
O -0.191 7.035 5.939 0.7 -0.2 1.6
O 0.059 -9.236 8.474 -0.6 0.2 1.4
O 2.261 7.369 5.780 -0.4 0.0 2.4
O -2.168 1.668 -2.205 1.5 0.5 1.8
O -0.359 -9.362 -1.935 0.9 2.4 0.3
O 2.473 7.513 -7.177 1.5 1.7 1.3
O 0.353 2.434 -1.989 -2.4 1.3 1.5
O -0.648 -11.850 -1.841 1.9 1.4 1.1
O 0.869 -6.821 9.185 0.1 -2.6 -0.3
O -6.197 -3.584 0.842 1.7 1.0 -2.1
O 3.647 7.988 -4.820 -2.6 0.7 -3.0
O 1.753 -10.624 -1.846 -1.5 -1.6 0.5
O -0.773 1.535 0.101 -0.5 1.2 -1.1
O 2.067 9.682 -5.783 1.6 -1.6 0.8
C -7.927 -2.418 -0.456 1.4 0.4 -0.8
C 9.626 -1.387 -1.888 -0.4 -1.8 -1.0
C -9.000 6.839 -6.083 -0.1 1.3 0.4
C 7.550 -4.837 -3.493 -0.9 -2.4 -0.6
C 2.831 6.208 5.203 -0.5 -0.7 -1.5
C -10.933 7.283 -9.239 0.2 -0.1 1.1
C 4.212 10.793 -7.145 0.2 0.6 -0.2
C -1.065 -9.233 9.389 -0.9 0.7 0.6
C 0.331 2.121 0.883 -0.6 -1.6 -0.2
C -7.488 -3.386 0.598 -1.7 -0.9 3.3
C 0.551 -11.649 1.023 -0.9 0.2 1.1
C 9.315 -2.146 -3.203 0.1 -0.2 -0.2
C 0.311 5.430 8.491 -1.8 -0.3 1.6
C -10.010 7.692 -8.101 0.7 1.0 -1.0
C -5.664 -4.452 1.837 -0.9 -0.6 1.0
C -1.034 8.088 5.560 -1.1 1.8 -1.5
C 2.395 -11.917 -2.036 1.2 0.4 0.2
C 1.145 1.474 -2.584 0.3 -0.3 -0.8
C 0.898 10.001 -6.499 0.2 0.9 -1.3
C -5.360 -3.737 3.177 0.0 -0.4 -0.5
C -8.652 5.485 -5.604 0.5 -0.8 -0.2
C 3.272 -9.104 10.463 1.5 1.5 0.6
C 1.341 -5.624 8.604 0.6 1.4 -0.7
C 8.906 -4.504 -3.978 -0.1 2.4 0.3
C 4.862 7.325 -4.697 2.3 0.7 1.5
C 0.434 -8.123 -1.792 0.5 0.6 0.0
C -1.103 4.773 -1.980 -0.6 1.0 0.9
H 1.797 -12.826 -1.970 -0.7 0.5 -0.2
H 10.686 -1.138 -1.946 -0.1 0.3 0.2
H 0.062 6.073 9.336 0.5 -0.1 0.4
H 1.750 -5.646 7.594 0.5 -1.1 0.1
H -4.812 -4.998 1.433 0.4 0.9 -0.3
H 0.625 -4.820 8.431 -1.4 -0.7 0.5
H -0.121 -7.202 -1.619 -1.1 -0.7 0.4
H 8.977 -4.068 -4.974 -0.5 0.3 0.0
H -1.885 -8.641 8.984 0.1 -0.2 -0.6
H 7.556 -5.474 -2.608 0.5 0.0 0.2
H 3.187 11.144 -7.266 -0.1 -0.4 -0.1
H 4.879 6.344 -4.224 -1.0 -0.1 -0.1
H 1.999 1.306 -1.927 0.0 -0.6 -0.1
H -0.651 5.625 -1.473 0.7 -0.2 -0.4
H -10.441 6.637 -9.965 0.1 0.1 0.1
H 0.381 -12.645 0.613 0.0 0.3 -0.9
H 1.121 2.484 0.224 -0.3 0.4 0.2
H -8.423 -1.563 0.003 -0.1 -0.3 0.2
H 2.449 6.215 4.182 0.4 0.0 -0.3
H -0.191 -11.585 1.818 0.4 -0.1 0.4
H 2.501 5.226 5.541 -0.2 0.3 0.9
H 8.958 -0.533 -1.771 0.3 0.0 -0.1
H -0.656 9.096 5.726 0.4 -0.2 0.5
H 1.567 -11.584 1.413 -0.1 0.2 -0.1
H -1.224 8.096 4.487 0.6 -0.6 -0.3
H -1.450 -10.211 9.678 0.5 -0.3 -0.7
H 3.911 -9.180 9.584 -0.7 -0.3 -0.4
H 0.997 -7.788 -2.664 -0.1 -1.1 -0.7
H 5.290 8.028 -3.982 1.2 -0.6 0.1
H 4.614 11.351 -6.300 0.3 0.1 -0.2
H 6.780 -4.105 -3.251 0.4 0.5 -0.8
H -6.214 -3.670 3.851 -0.1 -0.2 -0.3
H 3.149 -12.019 -1.256 0.2 0.1 0.0
H 4.739 10.967 -8.083 0.1 0.3 0.2
H -11.250 8.217 -9.704 -0.3 -0.4 0.0
H -0.004 9.450 -6.233 0.3 -0.1 0.3
H 9.462 -2.142 -1.119 0.2 0.4 0.4
H 9.519 -5.400 -4.080 0.4 0.2 0.9
H 3.620 -9.846 11.182 -1.0 -0.5 -0.1
H -2.069 8.101 5.901 0.2 -0.7 1.0
H 2.024 -5.060 9.240 0.5 -0.7 0.3
H 0.698 1.220 1.375 0.2 0.3 0.3
H -8.069 5.565 -4.686 0.1 -0.2 -0.1
H -8.099 4.996 -6.406 0.3 -0.2 0.3
H -0.080 2.817 1.614 0.2 0.2 -0.3
H 0.799 11.079 -6.373 -0.5 -0.1 0.3
H -8.569 -2.826 -1.236 -0.1 -0.3 0.4
H 0.551 0.595 -2.835 0.4 -0.3 0.1
H -4.982 -2.721 3.057 0.1 -0.1 -0.3
H 0.521 4.415 8.829 0.7 0.2 0.0
H -8.150 7.452 -6.383 0.2 0.0 0.5
H -7.034 -2.046 -0.960 0.0 0.2 -0.1
H -11.714 6.708 -8.742 -0.4 0.1 -0.5
H -4.586 -4.324 3.671 0.0 0.1 0.2
H 3.921 6.208 5.190 -0.1 0.5 0.3
H -2.037 5.223 -2.316 -0.4 -0.7 -0.2
H 1.195 -8.144 -1.012 -0.3 -0.6 0.3
H 5.539 7.251 -5.549 -0.5 0.3 -0.4
H -9.529 4.862 -5.432 -0.1 0.2 0.2
H 1.510 1.943 -3.497 0.2 -0.4 -0.2
H 3.579 -8.158 10.910 0.1 0.2 0.1
H -9.617 7.341 -5.338 0.2 0.4 0.1
H 2.909 -11.874 -2.996 -0.2 -0.1 0.0
H -6.337 -5.298 1.980 -0.6 0.3 0.3
H -0.546 4.361 -2.821 0.1 0.1 0.4
H -0.682 5.328 8.052 0.2 0.2 -1.2
H -0.926 -8.745 10.354 1.0 0.1 -0.1
H 1.110 9.894 -7.563 -0.4 -0.4 -0.2
H 7.293 -5.538 -4.287 -1.4 -0.1 -0.1
```
Forces are in eV/Å.

Löwdin atomic charge list, values in e, 4 entries: P 0.493; P 0.487; P 0.528; P 0.380